# 1
Formula: C2H5NS
Source: the Open Molecules 2025 dataset
Level of theory: wB97M-V/def2-TZVPD

Last column: Löwdin charge in e.
CARTESIAN COORDINATES (ANGSTROEM)
1 C -1.83721 0.22488 -0.06140  -0.57
2 C 2.31821 -0.13968 -0.01550  -0.21
3 H -2.91408 -0.34036 1.40525  0.15
4 H -1.62690 1.75128 -0.02786  0.15
5 H -2.71450 -0.36281 -1.19555  0.11
6 H 2.42628 -1.28599 0.53347  0.11
7 H 3.38555 0.44396 0.05244  0.10
8 N 1.13818 0.44389 -0.39495  -0.41
9 S -0.17553 -0.73518 -0.29590  0.58

Properties
**Relative energy (zero: lowest compared OMol25 entry of this formula, charge and spin)**: 216.0 kcal per mole
**LUMO level**: -0.7 eV
**Strongest force on any atom**: 0.0998 Eh/bohr

=====

# 2
Formula: C2H5NS2
Source: the Open Molecules 2025 dataset
Level of theory: wB97M-V/def2-TZVPD

Last column: Löwdin charge in e.
CARTESIAN COORDINATES (ANGSTROEM)
1 C -0.94654 -0.68082 1.18488  -0.58
2 C 0.32936 1.14840 -0.06860  -0.63
3 H -0.09532 -1.45912 1.11612  0.06
4 H -1.43565 -0.56454 0.21145  0.03
5 H -1.69917 -1.15108 2.01281  0.10
6 H 0.70650 2.22384 -0.29676  0.10
7 H 1.67042 -0.98787 -2.61310  -0.02
8 N 0.47324 0.15571 -0.79948  -0.47
9 S -0.25905 0.77529 1.60871  0.81
10 S 1.25622 0.54019 -2.35604  0.59

Properties
**Relative energy (zero: lowest compared OMol25 entry of this formula, charge and spin)**: 61.6 kcal per mole
**Structure (SMILES)**: CS/C=N/S
**LUMO level**: 0.5 eV
**Strongest force on any atom**: 0.1161 Eh/bohr

=====

# 3
Formula: C2H5NS2
Source: the Open Molecules 2025 dataset
Level of theory: wB97M-V/def2-TZVPD

Last column: Löwdin charge in e.
CARTESIAN COORDINATES (ANGSTROEM)
1 C -0.14222 -0.32657 -0.32674  -0.70
2 C -1.09071 -1.28077 0.27864  -0.24
3 N 1.21187 2.03468 -0.30735  -0.34
4 S 1.62555 -1.04129 -0.28106  0.43
5 S 0.94459 0.61923 0.65420  0.54
6 H 0.84544 2.10128 -1.30863  0.07
7 H -1.29165 -1.91194 -0.60293  0.08
8 H -2.03381 -0.98617 0.60926  0.04
9 H -0.71702 -1.99280 1.05978  0.09
10 H 0.64796 2.78434 0.22483  0.04

Properties
**Relative energy (zero: lowest compared OMol25 entry of this formula, charge and spin)**: 55.3 kcal per mole
**Multiplicity**: 3
**LUMO level (alpha / beta)**: 0.6 / -1.5 eV
**Strongest force on any atom**: 0.1053 Eh/bohr

=====

# 4
Formula: C2H5NSi
Source: the Open Molecules 2025 dataset
Level of theory: wB97M-V/def2-TZVPD

Last column: Löwdin charge in e.
CARTESIAN COORDINATES (ANGSTROEM)
1 C 1.02681 -1.35475 0.06995  -0.34
2 C -0.31597 -0.81125 0.05301  -0.36
3 N 2.06489 -1.70137 -0.28791  0.13
4 Si -0.26774 1.14024 0.04622  0.66
5 H -1.12475 -1.15835 0.70471  0.07
6 H -0.74616 -0.94431 -0.94845  0.07
7 H 0.47704 1.77265 1.10882  -0.11
8 H -1.64468 1.33847 0.43855  -0.08
9 H 0.53056 1.71867 -1.18489  -0.04

Properties
**Relative energy (zero: lowest compared OMol25 entry of this formula, charge and spin)**: 12.2 kcal per mole
**Structure (SMILES)**: N#CC[SiH3]
**LUMO level**: 0.7 eV
**Strongest force on any atom**: 0.0335 Eh/bohr

=====

# 5
Formula: C2H5NSi
Source: the Open Molecules 2025 dataset
Level of theory: wB97M-V/def2-TZVPD

Last column: Löwdin charge in e.
CARTESIAN COORDINATES (ANGSTROEM)
1 C -2.00191 -0.82675 -1.72158  -0.12
2 C -0.91095 -0.59716 -1.20549  -0.21
3 N 0.50628 0.61382 1.65270  -0.17
4 Si 1.03889 0.28551 0.01986  0.63
5 H -2.75728 -1.42038 -2.03968  -0.05
6 H 0.60418 1.54072 2.12753  0.05
7 H -0.01885 -0.08932 2.13315  0.01
8 H 1.97870 -0.84555 0.00816  -0.09
9 H 1.56092 1.33911 -0.97465  -0.06

Properties
**Relative energy (zero: lowest compared OMol25 entry of this formula, charge and spin)**: 55.0 kcal per mole
**LUMO level**: 0.5 eV
**Strongest force on any atom**: 0.0801 Eh/bohr

=====

# 6
Formula: C2H5O
Source: the Open Molecules 2025 dataset
Level of theory: wB97M-V/def2-TZVPD

Last column: Löwdin charge in e.
CARTESIAN COORDINATES (ANGSTROEM)
1 C 0.00680 -0.75418 0.23144  -0.62
2 O 0.80892 -1.37184 -0.62551  -0.40
3 C -0.03830 0.81598 -0.20462  -0.15
4 H 0.35232 -1.00957 1.26508  0.06
5 H -1.01468 -1.06097 0.15920  0.03
6 H -0.58926 1.51306 0.61604  0.07
7 H -0.47050 0.85739 -1.22165  0.04
8 H 0.94471 1.01013 -0.21997  -0.03

Properties
**Net charge**: -1
**Relative energy (zero: lowest compared OMol25 entry of this formula, charge and spin)**: 15.5 kcal per mole
**Structure (SMILES)**: CC[O-]
**LUMO level**: 5.2 eV
**Strongest force on any atom**: 0.0979 Eh/bohr

=====

# 7
Formula: C2H5O2S
Source: the Open Molecules 2025 dataset
Level of theory: wB97M-V/def2-TZVPD

Last column: Löwdin charge in e.
CARTESIAN COORDINATES (ANGSTROEM)
1 C -1.04838 -1.13150 0.47893  -0.52
2 S -1.93571 0.45741 0.33027  0.55
3 H -0.71138 -1.50082 -0.49207  0.03
4 H -0.30941 -1.02811 1.26446  0.01
5 H -1.75573 -1.86224 0.87756  0.00
6 O 0.80749 1.87399 -0.84634  -0.19
7 C 1.67396 0.99775 -0.55875  -0.67
8 O 1.76899 0.35452 0.50123  -0.13
9 H 2.30615 0.74390 -1.44914  0.09
10 H -0.79598 1.09511 -0.10615  -0.16

Properties
**Net charge**: -1
**Relative energy (zero: lowest compared OMol25 entry of this formula, charge and spin)**: 10.8 kcal per mole
**LUMO level**: 3.7 eV
**Strongest force on any atom**: 0.0265 Eh/bohr

=====

# 8
Formula: C2H5O2S2
Source: the Open Molecules 2025 dataset
Level of theory: wB97M-V/def2-TZVPD

Last column: Löwdin charge in e.
CARTESIAN COORDINATES (ANGSTROEM)
1 C 0.52788 -0.53593 1.11451  -0.49
2 S 0.27165 0.97176 2.15287  0.31
3 S 0.35252 2.63291 0.82217  0.24
4 H -0.34135 -1.08230 0.74575  0.02
5 H 0.99181 -0.23939 0.13845  0.02
6 H 1.20731 -1.21423 1.65685  0.03
7 H 1.37114 2.08269 0.13951  -0.20
8 O 0.12037 -0.96722 -1.86806  -0.16
9 C -1.08771 -0.68953 -1.69207  -0.71
10 O -2.10891 -1.15685 -2.21866  -0.13
11 H -1.30472 0.19810 -0.99132  0.09

Properties
**Net charge**: -1
**Relative energy (zero: lowest compared OMol25 entry of this formula, charge and spin)**: 23.8 kcal per mole
**LUMO level**: 2.9 eV
**Strongest force on any atom**: 0.0256 Eh/bohr

=====

# 9
Formula: C2H5O3P
Source: the Open Molecules 2025 dataset
Level of theory: wB97M-V/def2-TZVPD

Last column: Löwdin charge in e.
CARTESIAN COORDINATES (ANGSTROEM)
1 C 0.50664 -0.27651 0.06144  -0.19
2 C -0.65262 0.28004 -0.86522  -0.41
3 O 0.79183 3.07634 1.92455  -0.26
4 O 1.14004 0.88520 0.60829  -0.25
5 O -1.51524 0.88055 -0.07339  -0.24
6 P 0.28312 1.79335 1.58652  0.87
7 H 0.12254 -1.05681 0.86771  0.16
8 H 1.21351 -0.77367 -0.41933  0.06
9 H -0.29373 1.02772 -1.52712  0.10
10 H -1.00841 -0.62600 -1.27593  0.10
11 H -0.55460 1.03867 2.33452  0.05

Properties
**Relative energy (zero: lowest compared OMol25 entry of this formula, charge and spin)**: 89.0 kcal per mole
**LUMO level (alpha / beta)**: -0.7 / -0.7 eV
**Strongest force on any atom**: 0.1082 Eh/bohr

=====

# 10
Formula: C2H5O3S
Source: the Open Molecules 2025 dataset
Level of theory: wB97M-V/def2-TZVPD

Last column: Löwdin charge in e.
CARTESIAN COORDINATES (ANGSTROEM)
1 C 0.53144 -0.28943 0.25378  -0.18
2 C -0.68605 0.36000 -0.22857  -0.57
3 O -0.61832 2.04987 -2.41606  -0.56
4 O -0.57645 2.90733 -0.13834  -0.54
5 O -1.53841 0.83637 0.79523  -0.11
6 S 0.02390 1.98575 -1.11019  0.64
7 H 1.11559 0.52585 0.82007  0.09
8 H 0.37426 -1.10325 0.92763  0.05
9 H 1.01138 -0.72070 -0.66345  0.08
10 H -1.18417 -0.24173 -1.07215  0.12
11 H -1.11532 1.69325 0.81129  -0.02

Properties
**Net charge**: -1
**Relative energy (zero: lowest compared OMol25 entry of this formula, charge and spin)**: 11.7 kcal per mole
**LUMO level**: 4.2 eV
**Strongest force on any atom**: 0.0467 Eh/bohr

=====

# 11
Formula: C2H5OP
Source: the Open Molecules 2025 dataset
Level of theory: wB97M-V/def2-TZVPD

Last column: Löwdin charge in e.
CARTESIAN COORDINATES (ANGSTROEM)
1 C -0.05374 0.24319 0.95230  -0.50
2 C 0.06119 1.33586 -0.00229  -0.23
3 O 0.28163 -2.14259 -1.00868  -0.43
4 P -0.61496 -0.61229 -0.58289  0.98
5 H 0.90959 -0.12849 1.15191  0.06
6 H 0.93173 1.76133 -0.36178  0.03
7 H -0.94965 1.75462 -0.01204  0.05
8 H 0.17206 -2.53799 -1.87304  0.00
9 H -0.73784 0.32635 1.73651  0.05

Properties
**Relative energy (zero: lowest compared OMol25 entry of this formula, charge and spin)**: 47.9 kcal per mole
**Structure (SMILES)**: OP1CC1
**LUMO level**: 0.4 eV
**Strongest force on any atom**: 0.0837 Eh/bohr

=====

# 12
Formula: C2H5OP
Source: the Open Molecules 2025 dataset
Level of theory: wB97M-V/def2-TZVPD

Last column: Löwdin charge in e.
CARTESIAN COORDINATES (ANGSTROEM)
1 C -0.43302 -0.82316 0.38431  -0.41
2 C 0.20206 0.56813 0.72713  -0.69
3 O 1.34108 1.04628 0.13502  -0.11
4 P -1.53129 0.63068 0.07000  0.85
5 H 0.03063 -1.51985 -0.26492  0.05
6 H -0.90818 -1.42439 1.11128  0.02
7 H 0.31015 0.81115 1.87791  0.14
8 H 1.18021 1.62930 -0.66755  0.11
9 H -1.05397 0.59502 -1.93679  0.03

Properties
**Relative energy (zero: lowest compared OMol25 entry of this formula, charge and spin)**: 78.9 kcal per mole
**LUMO level**: -0.1 eV
**Strongest force on any atom**: 0.0774 Eh/bohr

=====

# 13
Formula: C2H5OPS
Source: the Open Molecules 2025 dataset
Level of theory: wB97M-V/def2-TZVPD

Last column: Löwdin charge in e.
CARTESIAN COORDINATES (ANGSTROEM)
1 C 0.57060 -0.34069 0.19818  -0.70
2 C 0.85347 -1.16192 -0.97816  -0.19
3 O -0.89305 1.73907 1.22960  -0.57
4 P -1.99348 0.68986 0.72367  0.78
5 S 1.37721 0.07336 1.52315  0.74
6 H 1.64610 -1.83014 -0.83063  0.05
7 H -0.00150 -1.65631 -1.42122  0.07
8 H 1.22523 -0.47401 -1.76223  0.10
9 H -0.14909 1.43761 1.68302  -0.16
10 H -2.63549 1.52317 -0.36539  -0.12

Properties
**Relative energy (zero: lowest compared OMol25 entry of this formula, charge and spin)**: 72.3 kcal per mole
**LUMO level (alpha / beta)**: -0.4 / -0.6 eV
**Strongest force on any atom**: 0.0879 Eh/bohr

=====

# 14
Formula: C2H5P
Source: the Open Molecules 2025 dataset
Level of theory: wB97M-V/def2-TZVPD

Last column: Löwdin charge in e.
CARTESIAN COORDINATES (ANGSTROEM)
1 C -1.13994 -0.65315 -0.33201  -0.05
2 C 1.93203 1.09843 0.84510  -0.55
3 P 2.74228 1.08201 -0.47942  0.67
4 H -1.08247 -1.06235 -1.36519  0.03
5 H -0.74851 -1.33991 0.33515  -0.02
6 H -0.60823 0.30612 -0.37422  -0.01
7 H -2.16079 -0.38286 -0.03969  0.02
8 H 1.06562 0.95170 1.41028  -0.10

Properties
**Relative energy (zero: lowest compared OMol25 entry of this formula, charge and spin)**: 24.9 kcal per mole
**Structure (SMILES)**: C#P.C
**LUMO level**: 0.2 eV
**Strongest force on any atom**: 0.0576 Eh/bohr

=====

# 15
Formula: C2H5P
Source: the Open Molecules 2025 dataset
Level of theory: wB97M-V/def2-TZVPD

Last column: Löwdin charge in e.
CARTESIAN COORDINATES (ANGSTROEM)
1 C -0.26566 0.66405 -0.15344  -0.56
2 C -0.32178 -0.78639 -0.00859  -0.44
3 P 1.38171 0.11931 0.04367  0.76
4 H -0.97244 1.48058 -0.61205  0.08
5 H -0.38398 1.48255 1.81487  0.14
6 H -0.53785 -1.09465 0.98079  0.02
7 H -0.77382 -1.48514 -0.79603  0.10
8 H 1.87382 -0.38031 -1.26922  -0.09

Properties
**Relative energy (zero: lowest compared OMol25 entry of this formula, charge and spin)**: 105.3 kcal per mole
**LUMO level (alpha / beta)**: -0.5 / -0.4 eV
**Strongest force on any atom**: 0.0785 Eh/bohr

=====

# 16
Formula: C2H5PS
Source: the Open Molecules 2025 dataset
Level of theory: wB97M-V/def2-TZVPD

Last column: Löwdin charge in e.
CARTESIAN COORDINATES (ANGSTROEM)
1 C -1.41018 0.16731 0.37702  -0.76
2 C -0.15677 -0.52503 0.03060  -0.55
3 P 1.19512 0.88800 -0.48093  0.75
4 S -2.51721 0.16405 -0.79350  0.68
5 H -1.36383 0.60556 1.29720  0.02
6 H -0.25929 -0.98331 -1.01076  0.05
7 H 0.32622 -1.18882 0.74573  0.06
8 H 2.12412 -0.03705 -0.96716  -0.16
9 H 2.06183 0.90931 0.80179  -0.09

Properties
**Relative energy (zero: lowest compared OMol25 entry of this formula, charge and spin)**: 20.9 kcal per mole
**Structure (SMILES)**: PCC=S
**LUMO level**: -0.4 eV
**Strongest force on any atom**: 0.0764 Eh/bohr

=====

# 17
Formula: C2H5PS
Source: the Open Molecules 2025 dataset
Level of theory: wB97M-V/def2-TZVPD

Last column: Löwdin charge in e.
CARTESIAN COORDINATES (ANGSTROEM)
1 C 0.98998 -0.28090 -0.23586  -0.98
2 C -1.50793 0.66066 -0.01238  -0.42
3 P 2.70597 -0.42691 -0.31860  0.67
4 S 0.04851 1.04161 -0.90611  0.68
5 H 0.24571 -1.04343 0.47297  0.09
6 H -1.63898 -0.31672 -0.38546  -0.02
7 H -2.33444 1.27401 -0.41106  0.04
8 H -1.26340 0.60085 1.14288  0.09
9 H 2.75458 -1.50918 0.65362  -0.15

Properties
**Relative energy (zero: lowest compared OMol25 entry of this formula, charge and spin)**: 25.7 kcal per mole
**Structure (SMILES)**: [H]/P=C/SC
**LUMO level**: 0.1 eV
**Strongest force on any atom**: 0.0762 Eh/bohr

=====

# 18
Formula: C2H5PS2
Source: the Open Molecules 2025 dataset
Level of theory: wB97M-V/def2-TZVPD

Last column: Löwdin charge in e.
CARTESIAN COORDINATES (ANGSTROEM)
1 C 0.75729 -0.52118 0.95401  -0.17
2 C 0.22330 0.68385 1.18209  -0.16
3 P -0.70352 -0.14681 -1.48706  -0.22
4 S 0.30246 -1.16708 -2.78109  0.14
5 S -1.04854 1.70349 -1.72001  0.17
6 H 0.17083 -1.42863 1.15184  0.06
7 H -1.43032 -0.82381 -0.42961  -0.03
8 H 1.78599 -0.57105 0.53888  0.07
9 H 0.71461 1.69220 1.01587  0.09
10 H -0.77211 0.57902 1.57507  0.05

Properties
**Relative energy (zero: lowest compared OMol25 entry of this formula, charge and spin)**: 22.0 kcal per mole
**LUMO level**: -1.0 eV
**Strongest force on any atom**: 0.0344 Eh/bohr

=====

# 19
Formula: C2H5S
Source: the Open Molecules 2025 dataset
Level of theory: wB97M-V/def2-TZVPD

Last column: Löwdin charge in e.
CARTESIAN COORDINATES (ANGSTROEM)
1 C -0.06751 -0.75848 -0.25435  -0.27
2 C -0.12078 0.65522 0.34122  -0.98
3 S 1.28205 0.98706 1.28638  0.09
4 H -0.31902 -1.61007 0.17337  -0.04
5 H 1.13186 -0.80329 -0.57976  0.09
6 H -0.86252 -0.71612 -1.11020  0.07
7 H -1.11733 0.97802 0.70364  0.04
8 H 0.07326 1.26765 -0.56030  0.01

Properties
**Net charge**: -1
**Relative energy (zero: lowest compared OMol25 entry of this formula, charge and spin)**: 28.4 kcal per mole
**Structure (SMILES)**: CC[S-]
**LUMO level**: 4.5 eV
**Strongest force on any atom**: 0.1299 Eh/bohr

=====

# 20
Formula: C2H6
Source: the Open Molecules 2025 dataset
Level of theory: wB97M-V/def2-TZVPD

Last column: Löwdin charge in e.
CARTESIAN COORDINATES (ANGSTROEM)
1 C 0.76297 -0.10243 0.12379  -0.18
2 C -0.75474 0.08710 -0.00400  -0.17
3 H 1.08658 -0.76530 0.95110  0.07
4 H 1.10236 -0.63076 -0.75454  0.05
5 H 1.26293 0.85119 0.17338  0.05
6 H -1.25703 -0.83793 0.13439  0.04
7 H -1.11717 0.80204 0.77241  0.07
8 H -1.00069 0.51978 -0.98598  0.07

Properties
**Relative energy (zero: lowest compared OMol25 entry of this formula, charge and spin)**: 2.0 kcal per mole
**Structure (SMILES)**: CC
**LUMO level**: 1.3 eV
**Strongest force on any atom**: 0.0335 Eh/bohr